# 1
Computed, not measured: a single C4H4O molecule, with wB97M-V/def2-TZVPD.

**Gap between HOMO and LUMO (spin up / spin down)**: 9.193 / 7.723 eV
**Relative energy (zero: lowest compared OMol25 entry of this formula, charge and spin)**: 5.261 eV

Cartesian coordinates (Å):
C  0.83  -1.36  -0.04
C  0.62  -1.19  1.23
C  -0.38  0.99  -0.70
C  0.32  -0.27  -0.90
O  0.93  0.87  -1.26
H  1.48  -2.09  -0.50
H  -0.09  -0.59  1.77
H  -1.14  1.27  -1.41
H  -0.42  1.50  0.25

---

# 2
Computed, not measured: a single C4H4O2 molecule, with wB97M-V/def2-TZVPD.

**Gap between HOMO and LUMO (spin up / spin down)**: 8.845 / 8.699 eV
**Structure (SMILES)**: C/C=C1\OC1=O
**Relative energy (zero: lowest compared OMol25 entry of this formula, charge and spin)**: 4.796 eV

Cartesian coordinates (Å):
C  -1.00  0.18  0.60
C  -1.05  0.58  1.96
C  -0.31  -0.77  -0.65
C  0.95  -0.11  -1.24
O  -1.30  0.31  3.06
O  -0.25  1.29  1.22
H  -0.68  -1.76  -0.93
H  1.27  -0.78  -1.99
H  1.58  0.13  -0.36
H  0.78  0.94  -1.67

---

# 3
Computed, not measured: a molecular structure, C4H4O2, with wB97M-V/def2-TZVPD.

**Gap between HOMO and LUMO**: 9.733 eV
**Relative energy (zero: lowest compared OMol25 entry of this formula, charge and spin)**: 4.474 eV

Cartesian coordinates (Å):
O  0.63  -1.51  1.65
C  0.28  -0.70  0.83
C  0.92  0.45  0.20
C  -0.12  0.57  -0.86
O  -0.44  -0.73  -1.45
C  -0.98  -0.41  -0.20
H  2.00  0.70  0.08
H  0.07  0.61  1.29
H  -0.32  1.42  -1.50
H  -2.05  -0.40  -0.05

---

# 4
Computed, not measured: a single C4H4O2 molecule, with wB97M-V/def2-TZVPD.

**Gap between HOMO and LUMO**: 11.329 eV
**Structure (SMILES)**: C#CCOC=O
**Relative energy (zero: lowest compared OMol25 entry of this formula, charge and spin)**: 1.511 eV

Cartesian coordinates (Å):
O  -2.38  0.86  -0.18
C  -2.04  -0.24  0.16
O  -0.80  -0.60  0.53
C  0.19  0.44  0.47
C  1.46  -0.12  0.02
C  2.51  -0.54  -0.37
H  -2.70  -1.11  0.22
H  -0.16  1.23  -0.20
H  0.29  0.87  1.48
H  3.44  -0.93  -0.72

---

# 5
Computed, not measured: a single C4H4O2 molecule, with wB97M-V/def2-TZVPD.

**Gap between HOMO and LUMO**: 9.967 eV
**Structure (SMILES)**: C#CCOC=O
**Relative energy (zero: lowest compared OMol25 entry of this formula, charge and spin)**: 2.564 eV

Cartesian coordinates (Å):
C  0.25  -0.37  -1.03
C  -0.83  -1.15  0.93
O  -0.19  -1.44  -0.19
C  0.25  0.97  -0.20
C  0.66  2.04  0.17
O  -0.96  -0.02  1.36
H  -0.94  -2.07  1.53
H  1.25  -0.65  -1.37
H  -0.49  -0.23  -1.83
H  1.01  2.93  0.63

---

# 6
Computed, not measured: a single C4H4O2 molecule, with wB97M-V/def2-TZVPD.

**Gap between HOMO and LUMO**: 10.182 eV
**Structure (SMILES)**: O=CC#CCO
**Relative energy (zero: lowest compared OMol25 entry of this formula, charge and spin)**: 3.445 eV

Cartesian coordinates (Å):
O  0.71  1.64  -0.41
C  0.86  0.77  0.68
C  0.50  -0.61  0.35
C  -0.07  -1.59  -0.09
C  -1.45  -1.28  -0.55
O  -2.32  -2.00  -0.95
H  1.32  1.37  -1.11
H  0.16  1.13  1.44
H  1.86  0.76  1.11
H  -1.57  -0.19  -0.47

---

# 7
Computed, not measured: a single C4H4O2 molecule, with wB97M-V/def2-TZVPD.

**Gap between HOMO and LUMO**: 9.497 eV
**Structure (SMILES)**: Oc1ccco1
**Relative energy (zero: lowest compared OMol25 entry of this formula, charge and spin)**: 1.830 eV

Cartesian coordinates (Å):
C  0.56  -0.18  -0.32
C  -0.55  -0.49  -0.90
C  -1.59  -0.11  0.12
C  -0.98  0.46  1.05
H  2.19  -0.78  -1.31
H  -0.61  -1.05  -1.72
H  -2.65  -0.44  -0.16
H  -1.32  0.63  2.13
O  1.93  -0.11  -0.58
O  0.29  0.55  0.75

---

# 8
Computed, not measured: a single C4H4O2 molecule, with wB97M-V/def2-TZVPD.

**Gap between HOMO and LUMO**: 10.920 eV
**Structure (SMILES)**: C#C[C@@H](O)C=O
**Relative energy (zero: lowest compared OMol25 entry of this formula, charge and spin)**: 1.972 eV

Cartesian coordinates (Å):
O  0.63  -1.28  0.94
C  0.51  -0.15  0.13
C  0.08  -0.55  -1.28
O  0.03  -1.72  -1.59
C  -0.38  0.87  0.69
C  -1.06  1.75  1.16
H  0.50  -2.04  0.35
H  1.50  0.34  -0.01
H  -0.15  0.26  -1.99
H  -1.66  2.52  1.59

---

# 9
Computed, not measured: a single C4H4O2P2 molecule, with wB97M-V/def2-TZVPD.

**Gap between HOMO and LUMO**: 8.815 eV
**Structure (SMILES)**: O=c1cc[pH]c(=O)[pH]1
**Relative energy (zero: lowest compared OMol25 entry of this formula, charge and spin)**: 0.000 eV

Cartesian coordinates (Å):
C  0.58  -1.35  0.34
C  1.45  -0.35  0.53
C  -0.92  -1.19  0.08
C  -0.60  1.58  -0.24
O  -1.58  -2.14  -0.33
O  -0.86  2.47  -1.00
P  1.16  1.47  0.50
P  -1.78  0.43  0.45
H  1.09  -2.29  0.35
H  2.46  -0.51  0.74
H  1.65  1.60  -0.81
H  -2.66  0.28  -0.61

---

# 10
Computed, not measured: a molecular structure, C4H4O2S, with wB97M-V/def2-TZVPD.

**Gap between HOMO and LUMO**: 8.463 eV
**Relative energy (zero: lowest compared OMol25 entry of this formula, charge and spin)**: 5.560 eV

Cartesian coordinates (Å):
C  1.41  -0.49  0.67
C  -0.13  -0.32  0.14
C  -1.13  0.58  0.47
C  -1.92  0.67  -0.86
H  1.53  -0.27  1.84
H  -0.07  -0.75  -0.97
H  -0.95  1.49  1.10
H  -1.65  -0.57  -1.28
O  -1.28  -0.78  0.95
O  -2.82  1.59  -1.12
S  2.78  -0.56  -0.11

---

# 11
Computed, not measured: a single C4H4O2S molecule, with wB97M-V/def2-TZVPD.

**Gap between HOMO and LUMO**: 8.711 eV
**Structure (SMILES)**: O=C/C=C\SC=O
**Relative energy (zero: lowest compared OMol25 entry of this formula, charge and spin)**: 1.838 eV

Cartesian coordinates (Å):
C  -0.86  0.70  1.68
C  1.22  0.57  -0.17
C  0.53  -0.07  -1.15
C  -0.39  -1.19  -0.96
H  -1.24  0.74  2.71
H  2.14  1.24  -0.41
H  0.77  0.13  -2.19
H  -0.92  -1.59  -1.87
O  -1.64  0.71  0.72
O  -0.52  -1.72  0.14
S  0.92  0.46  1.50

---

# 12
Computed, not measured: a single C4H4O2S molecule, with wB97M-V/def2-TZVPD.

**Gap between HOMO and LUMO**: 9.468 eV
**Structure (SMILES)**: C=C(C=O)C(=O)S
**Relative energy (zero: lowest compared OMol25 entry of this formula, charge and spin)**: 2.750 eV

Cartesian coordinates (Å):
C  -1.38  0.02  0.40
C  0.18  -0.10  0.21
C  0.93  -0.36  1.25
C  1.02  -0.20  -1.02
H  -1.44  1.31  -1.65
H  2.05  -0.21  1.09
H  0.47  -0.68  2.13
H  0.43  0.21  -2.09
O  -2.06  -0.28  1.44
O  2.19  -0.44  -0.86
S  -2.39  0.75  -0.91

---

Values of maximum force, in order: 0.0262, 0.1402, 0.0692, 0.0110, 0.0670, 0.0190, 0.1960, 0.0115, 0.0569, 0.1566, 0.0730, 0.1072, all in hartree/bohr.